Entry 1:
Computed, not measured: 10 unconnected molecules or ions with the total composition C22H60F3O11 in a non-equilibrium geometry, with ωB97M-V with the def2-TZVPD basis set.

Values from the calculation:
Spin multiplicity   1
Total energy   -54458.7171 eV
Kohn-Sham gap   7.432 eV
E_LUMO   2.20 eV
Energy above the lowest of the compared OMol25 structures with the same formula, charge and spin   367.6 kJ/mol
HOMO   -0.192 Eh
Net charge   -1
F_max   4.71 eV Å⁻¹

Positions of all 96 atoms, in Å:
C1 -0.01825 0.15278 1.18414
O1 -0.54856 1.08990 0.18440
O2 -0.87349 0.50090 2.24265
C2 0.22713 -1.30196 0.62107
F1 1.35280 -1.25480 -0.11566
F2 0.41771 -2.21303 1.62540
F3 -0.84874 -1.65958 -0.14618
C3 0.13787 1.33907 -1.01405
C4 -0.12963 2.72166 -1.51651
H1 0.43420 3.33979 -0.81786
H2 0.31265 2.94305 -2.48784
H3 -1.17504 3.00483 -1.39399
H4 -0.30199 0.65769 -1.74230
H5 1.21359 1.16408 -1.03132
H6 0.98710 0.52093 1.38868
C5 0.38461 5.12995 1.96522
C6 -1.04714 4.54303 1.80944
O3 -1.33701 3.74730 2.92837
H7 0.50687 5.62828 2.92689
H8 0.60370 5.93648 1.26549
H9 1.13100 4.34521 1.84209
H10 -1.20641 3.93398 0.91961
H11 -1.72315 5.39795 1.79455
H12 -0.94328 2.87485 2.85485
C7 -2.48737 -4.99916 2.61442
C8 -1.07708 -5.20569 2.98499
O4 -0.72015 -6.51708 3.21069
H13 -2.68983 -5.56892 1.70751
H14 -2.66224 -4.01333 2.18353
H15 -3.14561 -5.29124 3.43265
H16 -0.89583 -4.56961 3.85138
H17 -0.40098 -4.81320 2.22541
H18 -0.70985 -7.00792 2.38573
C9 4.24015 -2.13748 -3.08999
C10 3.35589 -0.92620 -2.88753
O5 4.30438 0.19883 -3.02525
H19 3.68033 -3.05810 -2.92516
H20 5.15539 -2.10510 -2.49891
H21 4.83525 -2.08310 -4.00158
H22 3.21772 -0.88703 -1.80703
H23 2.54400 -0.84323 -3.61006
H24 4.90518 0.18874 -2.27656
C11 -5.12871 0.22550 -1.43823
C12 -3.69141 0.05539 -1.01549
O6 -3.27117 1.16330 -0.21161
H25 -5.09481 1.04197 -2.15956
H26 -5.85513 0.51369 -0.67838
H27 -5.59428 -0.62707 -1.93267
H28 -3.10337 -0.00967 -1.93096
H29 -3.47512 -0.90613 -0.54987
H30 -2.46292 0.87953 0.22173
C13 -1.26867 -2.49288 -3.89463
C14 -0.49839 -3.71991 -4.23559
O7 -0.74644 -4.05521 -5.61464
H31 -0.98189 -1.55991 -4.37986
H32 -1.19073 -2.29352 -2.82585
H33 -2.31125 -2.72156 -4.11556
H34 -0.90288 -4.44046 -3.52475
H35 0.58855 -3.70928 -4.15459
H36 -0.67352 -5.01241 -5.62208
C15 -2.86143 -2.70817 5.23133
C16 -1.96639 -1.65276 4.67087
O8 -2.78388 -0.78112 3.86085
H37 -2.31564 -3.63490 5.40849
H38 -3.62145 -3.02195 4.51578
H39 -3.36416 -2.39949 6.14788
H40 -1.12341 -2.05888 4.11182
H41 -1.50012 -1.03880 5.44140
H42 -2.17561 -0.33500 3.26705
C17 3.30362 -4.18630 1.64216
C18 3.72796 -3.71658 0.18452
O9 2.57191 -3.55907 -0.59635
H43 2.80236 -5.15390 1.66662
H44 2.59074 -3.54037 2.15468
H45 4.22838 -4.36394 2.19111
H46 4.49138 -4.38919 -0.20645
H47 4.23859 -2.75590 0.25121
H48 2.28751 -2.64265 -0.56664
C19 -1.70329 6.32559 -2.29179
C20 -2.95721 7.01992 -1.96287
O10 -3.16648 8.14768 -2.75997
H49 -1.46651 5.44920 -1.68849
H50 -0.80888 6.94754 -2.25577
H51 -1.73364 6.09042 -3.35568
H52 -2.89661 7.39174 -0.94005
H53 -3.76740 6.31295 -2.14148
H54 -3.40161 7.74353 -3.59840
C21 3.41597 2.72117 0.37853
C22 4.97213 2.58591 0.64007
O11 5.47158 3.26207 1.76134
H55 2.90118 2.52412 1.31888
H56 3.19046 2.04854 -0.44902
H57 3.19721 3.74436 0.07300
H58 5.57736 2.92407 -0.20104
H59 5.17392 1.53510 0.84789
H60 6.12766 3.93019 1.54975

Entry 2:
Computed, not measured: a single C4H8O3 molecule, with ωB97M-V with the def2-TZVPD basis set.

Values from the calculation:
Spin multiplicity   1
Total energy   -10419.8586 eV
Kohn-Sham gap   11.115 eV
E_LUMO   0.84 eV
Energy above the lowest of the compared OMol25 structures with the same formula, charge and spin   110.5 kJ/mol
HOMO   -0.377 Eh
SMILES   C[C@@H](O)COC=O
F_max   0.58 eV Å⁻¹

Positions of all 15 atoms, in Å:
C1 -1.76673 0.96745 -0.54129
C2 -0.35370 0.56688 -0.11122
O1 -0.34263 0.63715 1.29267
C3 0.02275 -0.85472 -0.57470
O2 1.10469 -1.54631 0.11686
C4 2.12981 -0.98778 0.73959
O3 2.30940 0.18003 1.00651
H1 -2.51391 0.26863 -0.14771
H2 -1.89635 1.04408 -1.62623
H3 -1.97437 1.94762 -0.09666
H4 0.35465 1.28787 -0.54886
H5 0.59771 0.65954 1.53341
H6 0.30517 -0.87597 -1.63332
H7 -0.82835 -1.52484 -0.42515
H8 2.85185 -1.76962 1.01611

Entry 3:
Computed, not measured: a single C6H10O2 molecule in a non-equilibrium geometry, with ωB97M-V with the def2-TZVPD basis set.

Values from the calculation:
Spin multiplicity   1
Total energy   -10476.2529 eV
Kohn-Sham gap   8.515 eV
E_LUMO   0.66 eV
Energy above the lowest of the compared OMol25 structures with the same formula, charge and spin   281.5 kJ/mol
HOMO   -0.289 Eh
SMILES   C=C(O)C(O)=C(C)C
F_max   1.06 eV Å⁻¹

Positions of all 18 atoms, in Å:
C1 0.02086 -2.00677 -0.04229
C2 1.29981 -0.20872 -1.27535
C3 -0.98305 0.29719 -0.18214
C4 -0.61564 1.34715 0.60123
C5 0.19785 -0.52753 -0.28722
C6 0.65078 0.97819 1.15295
O1 -2.21014 -0.09534 -0.61726
O2 -1.30152 2.51978 0.74783
H1 -2.87973 0.43499 -0.16322
H2 -1.02727 2.94104 1.57152
H3 -0.26585 -2.51509 -0.97215
H4 -0.75534 -2.21122 0.69607
H5 0.96015 -2.45816 0.28688
H6 1.13418 -0.77427 -2.20272
H7 2.27946 -0.50826 -0.89322
H8 1.32789 0.85111 -1.52290
H9 1.46682 1.70545 1.16822
H10 0.70074 0.23046 1.93379

Entry 4:
Computed, not measured: a molecular structure, C19H36IN5O3P in a non-equilibrium geometry, with ωB97M-V with the def2-TZVPD basis set.

Values from the calculation:
Spin multiplicity   1
Total energy   -51244.8289 eV
Kohn-Sham gap   6.699 eV
E_LUMO   -3.84 eV
HOMO   -0.387 Eh
Net charge   +1
F_max   10.32 eV Å⁻¹

Positions of all 65 atoms, in Å:
C1 2.14264 -2.00765 3.47329
C2 2.34250 -2.42256 2.11994
C3 2.31947 -2.91978 0.52081
C4 2.51134 -1.60649 -0.44086
C5 2.07139 -1.81647 -2.01127
N1 0.61443 -1.63935 -2.31224
C6 0.07844 -0.22811 -2.05395
C7 0.80084 1.14859 -1.55936
C8 0.27299 1.76120 -0.13661
O1 1.01084 3.05546 0.04895
N2 -1.41695 -0.21147 -2.34645
C9 -1.57666 -1.65149 -2.78093
N3 -2.82162 -2.05519 -3.12615
I1 -3.52060 -3.84093 -3.79291
P1 -4.08591 -0.75564 -2.92500
C10 -4.54622 -0.75951 -1.03254
C11 -5.63356 -1.12761 -3.97338
C12 -6.72982 -2.13357 -3.24694
N4 -0.37288 -2.52801 -2.80127
C13 0.02064 -3.89905 -3.15269
C14 0.14438 -4.89775 -1.68323
C15 -1.24381 -4.81128 -0.64468
O2 -0.85250 -6.09858 -1.59157
H1 1.52748 -1.56032 4.39453
H2 3.16736 -3.71154 0.37256
H3 1.23370 -3.32736 0.33481
H4 2.00821 -0.70818 0.10651
H5 3.68086 -1.37320 -0.46142
H6 2.65007 -0.96764 -2.62102
H7 2.55513 -2.82710 -2.35154
H8 1.97697 0.94525 -1.56149
H9 0.64237 1.98483 -2.39101
H10 -0.86100 2.05007 -0.15342
H11 0.57900 1.08838 0.77012
H12 0.52771 3.79062 -0.45645
H13 -4.79994 -1.88195 -0.73304
H14 -3.56942 -0.44460 -0.42324
H15 -5.46025 -0.03601 -0.79525
H16 -6.20847 -0.09045 -4.10652
H17 -5.38281 -1.47465 -5.08713
H18 -6.42776 -2.47537 -2.16969
H19 -7.84909 -1.72165 -3.31061
H20 -6.73162 -3.12086 -3.91725
H21 1.13806 -3.91676 -3.57679
H22 -0.59738 -4.50698 -3.92212
H23 1.27148 -4.98512 -1.13600
H24 -1.07760 -5.42267 0.36221
H25 -2.28797 -4.52242 -1.08011
C16 2.36126 6.11446 3.25398
C17 3.49162 5.61520 4.15162
C18 3.75860 4.09843 4.01892
O3 2.80718 3.27300 4.69747
C19 1.61616 3.02936 3.96507
N5 3.19893 5.99223 5.54185
H26 1.37242 5.83475 3.62664
H27 2.37958 7.20862 3.19362
H28 2.46724 5.72434 2.23677
H29 4.40423 6.13770 3.83925
H30 4.72337 3.88490 4.49542
H31 3.85929 3.79572 2.96992
H32 1.79951 2.95056 2.88978
H33 0.88285 3.81016 4.17240
H34 1.19306 2.08162 4.31260
H35 3.99755 5.73644 6.12366
H36 2.45265 5.37340 5.87349